1.
{"formula": "C3H5N2", "method": "ωB97M-V/def2-TZVPD", "species": ["C", "C", "C", "N", "N", "H", "H", "H", "H", "H"], "positions_angstrom": [[-0.5972, -0.2952, 0.8789], [0.2595, 0.8658, 0.6115], [0.4690, 0.0802, -0.7407], [-0.5108, -1.4987, 1.1535], [-0.6615, -0.7753, -0.4760], [-0.2775, 1.8526, 0.7297], [1.1837, 0.8255, 1.0770], [0.1484, 0.7187, -1.4585], [1.3614, -0.4215, -0.9246], [-1.3750, -1.3521, -0.8509]], "atomic_forces_ev_per_a": [[-0.110, -1.329, 0.771], [-0.859, 0.873, -0.088], [-1.106, 1.016, 0.481], [-0.128, 0.387, -0.552], [-0.821, -0.880, 2.603], [0.851, -0.985, -1.036], [1.351, 0.261, 1.955], [-0.373, 1.653, -3.038], [1.729, -0.597, -0.017], [-0.533, -0.399, -1.080]], "nbo_charge": [0.40, -0.43, -0.18, 0.01, -0.35, 0.30, 0.27, 0.25, 0.25, 0.48], "total_charge": 1, "e_homo_ha": -0.612, "gap_ev": 10.4, "e_lumo_ev": -6.2, "relative_energy_kcal_mol": 154.6}


2.
{"formula": "C4H10N2OS", "method": "ωB97M-V/def2-TZVPD", "species": ["O", "C", "N", "C", "C", "S", "C", "N", "H", "H", "H", "H", "H", "H", "H", "H", "H", "H"], "positions_angstrom": [[0.1108, -2.3878, 0.3594], [0.3166, -1.1811, 0.4637], [-0.0647, -0.3392, -0.5437], [-0.5836, 0.9643, -0.4903], [-1.0050, 1.5984, -1.8155], [-2.5523, 0.9115, -2.3994], [1.1512, -0.5739, 1.5845], [1.1997, -1.4393, 2.7464], [-0.4551, -0.8638, -1.2632], [-1.5135, 1.1329, 0.1570], [0.0649, 1.7128, -0.0848], [-1.0995, 2.7420, -1.6374], [-0.1046, 1.5297, -2.6049], [-1.3847, -0.3404, -3.5173], [2.1430, -0.2492, 1.2013], [0.5926, 0.3719, 1.8313], [1.3570, -2.4489, 2.4977], [1.8273, -1.1400, 3.5151]], "atomic_forces_ev_per_a": [[0.465, 0.475, 0.532], [0.341, -0.431, -0.727], [0.868, -0.440, 1.254], [-1.794, 3.013, 1.088], [1.621, 1.238, -1.321], [0.189, -0.255, -0.631], [-0.683, 1.105, 0.447], [0.432, -1.271, 0.533], [-1.070, -1.077, -1.742], [0.891, -0.960, -0.553], [1.326, 0.046, 0.573], [0.038, -1.791, -0.090], [-1.888, -0.153, 1.487], [-0.184, 0.084, 0.138], [-0.480, -0.283, -0.122], [0.645, -0.668, 0.070], [-0.177, 1.634, 0.213], [-0.539, -0.265, -1.150]], "lowdin_spin": [0.01, 0.00, 0.01, 0.01, 0.05, 0.38, 0.00, 0.00, 0.02, 0.01, 0.00, 0.01, 0.02, 0.49, 0.00, 0.00, 0.00, 0.00], "total_charge": -1, "spin_multiplicity": 2, "e_homo_ha": [-0.055, -0.124], "gap_ev": [4.8, 6.7], "e_lumo_ev": [3.3, 3.3], "relative_energy_kcal_mol": 48.6, "s_squared": 0.756}


3.
{"formula": "C3H6N2O3", "method": "ωB97M-V/def2-TZVPD", "species": ["C", "C", "C", "H", "H", "H", "H", "H", "H", "N", "N", "O", "O", "O"], "positions_angstrom": [[-2.7137, -0.8532, 0.0462], [-1.9017, 0.5928, -0.0802], [1.4896, -0.1228, 0.0502], [-4.1307, -0.7068, 0.6957], [-1.9489, -1.9332, 0.7752], [-2.6277, -1.1345, -1.1299], [1.5683, -1.0585, -0.6660], [2.9991, 1.2458, 1.3729], [3.2508, 0.8503, -1.1595], [0.5677, 0.7939, 0.0471], [2.7588, 0.2626, 0.7787], [-2.2145, 1.7850, -0.0625], [-0.6449, 0.0675, -0.1227], [3.5477, 0.2110, -0.5453]], "atomic_forces_ev_per_a": [[-0.706, -0.695, 0.561], [-0.495, 1.021, 1.670], [1.153, 2.279, 0.824], [4.550, -0.458, -2.393], [-2.528, 3.822, -2.279], [-1.057, 0.055, 2.956], [-0.369, 1.605, 2.347], [-1.734, -3.054, -2.709], [-1.047, 1.615, -0.593], [0.136, -1.528, 1.393], [-0.090, 0.916, -3.438], [0.615, -3.933, -0.255], [-0.145, -0.271, -1.225], [1.717, -1.375, 3.143]], "nbo_charge": [-0.73, 0.77, 0.21, 0.25, 0.26, 0.24, 0.23, 0.41, 0.46, -0.17, -0.35, -0.56, -0.44, -0.60], "e_homo_ha": -0.370, "gap_ev": 10.4, "e_lumo_ev": 0.3, "relative_energy_kcal_mol": 256.8}


4.
{"formula": "C4H12", "method": "ωB97M-V/def2-TZVPD", "species": ["C", "C", "H", "H", "H", "H", "H", "H", "C", "C", "H", "H", "H", "H", "H", "H"], "positions_angstrom": [[1.3579, -1.2324, 1.4838], [1.9593, -1.3646, 0.0810], [2.1094, -1.0198, 2.2454], [0.6444, -0.4136, 1.4996], [0.8294, -2.1272, 1.8073], [2.8367, -0.7338, -0.0016], [2.2103, -2.3980, -0.1502], [1.1744, -1.1490, -0.6394], [-2.4006, 1.1093, -0.7726], [-0.9164, 1.5201, -0.8060], [-3.0619, 1.9221, -0.4839], [-2.7244, 0.6986, -1.7293], [-2.4846, 0.2809, -0.0684], [-0.3653, 0.6762, -0.4070], [-0.6287, 2.4270, -0.2662], [-0.5399, 1.8040, -1.7923]], "atomic_forces_ev_per_a": [[0.088, 0.001, 0.116], [-0.625, -0.616, 0.475], [0.048, -0.037, -0.059], [-0.079, 0.155, 0.134], [-0.067, -0.077, -0.099], [-0.037, 0.126, -0.456], [0.436, -0.054, 0.187], [0.239, 0.493, -0.299], [0.497, -0.007, -0.014], [0.073, 0.416, -0.330], [-0.104, -0.050, -0.009], [-0.007, 0.187, -0.064], [-0.338, 0.210, 0.179], [0.559, 0.131, -0.159], [-0.491, -0.272, 0.627], [-0.191, -0.608, -0.230]], "nbo_charge": [-0.61, -0.61, 0.20, 0.20, 0.20, 0.21, 0.20, 0.20, -0.61, -0.62, 0.21, 0.21, 0.20, 0.20, 0.21, 0.20], "smiles": "CC.CC", "e_homo_ha": -0.430, "gap_ev": 12.8, "e_lumo_ev": 1.2, "relative_energy_kcal_mol": 7.1}


5.
{"formula": "C18H21NO2S", "method": "ωB97M-V/def2-TZVPD", "species": ["C", "O", "C", "C", "C", "C", "C", "C", "S", "C", "C", "C", "C", "C", "C", "C", "C", "N", "C", "O", "C", "C", "H", "H", "H", "H", "H", "H", "H", "H", "H", "H", "H", "H", "H", "H", "H", "H", "H", "H", "H", "H", "H"], "positions_angstrom": [[-1.9454, 3.5124, -2.5134], [-0.8137, 2.6281, -2.2915], [-0.0752, 2.2715, -3.4083], [0.1487, 0.7623, -3.1810], [1.5550, 0.5500, -2.5364], [2.0445, 1.7067, -1.6375], [2.4034, 1.4903, -0.3024], [1.9912, 0.3860, 0.4360], [0.4239, -0.3353, 0.3134], [0.6992, -1.3540, 1.6145], [-0.3681, -2.0917, 2.2536], [-1.7024, -1.9712, 1.7973], [-2.7465, -2.5947, 2.5300], [-2.4533, -3.3483, 3.6646], [-3.5423, -4.2853, 4.2872], [-1.1519, -3.4133, 4.1144], [-0.1014, -2.8531, 3.3984], [1.9411, -1.3808, 2.0119], [2.6030, -0.3891, 1.4340], [3.7899, -0.2529, 2.1105], [2.2635, 2.9660, -2.3221], [1.2035, 3.0395, -3.5049], [-2.4974, 3.9350, -1.6231], [-2.6131, 3.0078, -3.1157], [-1.5976, 4.4888, -2.9287], [-0.6267, 2.4780, -4.3513], [-0.7005, 0.3063, -2.5630], [0.1738, 0.1887, -4.0629], [1.6489, -0.3989, -2.0278], [2.2185, 0.4546, -3.4296], [2.9387, 2.1621, 0.1713], [-1.8760, -1.5260, 0.8973], [-3.6905, -2.6890, 2.0205], [-4.2702, -3.6204, 4.8230], [-3.1619, -4.8688, 5.0265], [-4.0653, -4.8996, 3.5449], [-0.8405, -3.9410, 5.0419], [0.9011, -2.9895, 3.7733], [3.7855, -0.8059, 2.8555], [3.3096, 3.1931, -2.6280], [2.1607, 3.6376, -1.5430], [0.9949, 4.0876, -3.6834], [1.6412, 2.7562, -4.4660]], "atomic_forces_ev_per_a": [[2.160, 2.116, 1.343], [-2.060, 1.833, 1.986], [-0.533, -1.126, -0.267], [0.030, -0.360, 1.664], [-0.123, 0.628, -0.247], [1.262, -3.435, 2.286], [-2.813, -1.184, -6.169], [0.366, -3.461, 2.368], [-0.733, 1.168, -0.672], [0.104, -1.057, -0.235], [-1.086, -0.479, 0.245], [0.524, -2.118, 3.619], [1.661, -0.098, -1.320], [-1.514, -1.359, 0.106], [-1.008, 3.636, -1.553], [1.353, -0.340, 0.641], [-0.677, 0.494, 0.046], [-1.966, -0.365, 0.524], [1.656, 0.636, 0.870], [0.905, 2.900, -3.201], [-0.176, -0.410, -1.998], [1.762, 1.417, -0.128], [0.978, -1.453, -0.173], [-1.619, -0.773, -1.547], [-0.122, -0.787, -0.487], [0.014, -0.255, 0.421], [1.174, 0.963, -0.646], [-0.148, -0.502, -1.451], [-0.171, -0.212, 0.123], [0.062, 0.412, 0.764], [2.515, 3.577, 2.310], [-0.706, 1.361, -2.216], [-0.461, 0.219, 0.303], [0.205, -0.620, -0.657], [1.400, -1.895, 1.946], [0.183, 0.307, 0.098], [-0.699, 0.134, -0.747], [0.146, 0.209, -0.161], [-0.418, -1.341, 1.378], [-0.543, -0.696, -0.482], [-0.956, 2.238, 1.046], [-0.364, 0.380, 0.109], [0.435, -0.301, 0.160]], "nbo_charge": [-0.25, -0.56, 0.09, -0.40, -0.46, 0.09, -0.24, -0.34, 0.47, 0.03, -0.10, -0.16, -0.21, -0.01, -0.62, -0.21, -0.17, -0.50, 0.47, -0.68, -0.46, -0.42, 0.20, 0.17, 0.17, 0.18, 0.22, 0.20, 0.23, 0.21, 0.20, 0.20, 0.21, 0.22, 0.21, 0.22, 0.21, 0.23, 0.49, 0.22, 0.22, 0.22, 0.21], "smiles": "COC1CCC(=Cc2sc(-c3ccc(C)cc3)nc2O)CC1", "e_homo_ha": -0.263, "gap_ev": 7.4, "e_lumo_ev": 0.2, "relative_energy_kcal_mol": 100.6}